This record from the OMol25 dataset describes C5H8LiO3Sc as an isolated structure at a distorted geometry. The level of theory is ωB97M-V with the def2-TZVPD basis set.

Properties
Kohn-Sham gap (spin up / spin down) = 5.355 / 5.449 eV
Spin multiplicity = 2
Charge = +3
Electronic energy = -32329.452 eV

The geometry in XYZ format:
```
18
C5H8LiO3Sc | the OMol25 dataset | ωB97M-V with the def2-TZVPD basis set
C 3.838 0.591 0.416
C 4.601 0.474 1.373
H 3.687 0.564 -0.654
H 1.597 1.427 -0.520
H 4.935 0.105 2.333
Li 0.339 -0.468 2.831
O -1.259 0.472 -0.505
Sc -0.924 2.219 -2.307
O 0.552 1.524 -0.690
C -0.144 0.753 0.121
O 0.330 0.166 1.078
C -2.269 -0.421 0.042
C -2.512 -1.487 -0.992
H -1.860 -0.836 0.971
H -3.167 0.180 0.228
H -1.690 -2.214 -0.996
H -3.445 -2.005 -0.737
H -2.608 -1.043 -1.991
```



This record from the OMol25 dataset describes C5H8LuO3 as an isolated structure at a distorted geometry. The level of theory is ωB97M-V with the def2-TZVPD basis set.

Properties
Relative energy (zero: lowest compared OMol25 entry of this formula, charge and spin) = 0.000 eV
Kohn-Sham gap (spin up / spin down) = 7.560 / 6.330 eV
Charge = +1
Electronic energy = -45065.388 eV

The geometry in XYZ format:
```
17
C5H8LuO3 | the OMol25 dataset | ωB97M-V with the def2-TZVPD basis set
O 1.749 0.017 -1.703
C 1.335 1.139 -2.277
C 1.089 1.144 -3.750
H 1.166 2.011 -1.620
H 0.100 1.593 -3.932
H 1.843 1.757 -4.278
H 1.100 0.141 -4.199
O -0.092 -1.317 -0.307
O 0.823 0.210 1.041
C -1.380 -1.240 0.428
C -1.953 -2.645 0.442
C 0.944 -0.539 0.022
H -2.020 -0.611 -0.214
H -2.973 -2.619 0.853
H -2.011 -3.086 -0.571
H -1.366 -3.331 1.072
Lu -0.788 -0.093 2.350
```



This record from the OMol25 dataset describes C5H8MgO3Tl as an isolated structure at a distorted geometry. The level of theory is ωB97M-V with the def2-TZVPD basis set.

Properties
Relative energy (zero: lowest compared OMol25 entry of this formula, charge and spin) = 0.192 eV
Kohn-Sham gap (spin up / spin down) = 7.645 / 6.801 eV
Spin multiplicity = 2
Charge = +2
Electronic energy = -21578.171 eV

The geometry in XYZ format:
```
18
C5H8MgO3Tl | the OMol25 dataset | ωB97M-V with the def2-TZVPD basis set
C 2.233 -1.024 -2.799
C 2.960 -1.665 -1.883
H 1.344 -1.481 -3.251
H 2.556 -0.039 -3.170
H 4.014 -1.847 -1.648
Mg 1.633 -1.857 -0.082
O -1.572 0.247 0.624
Tl -4.327 0.097 -0.042
O -2.381 -1.192 -0.773
C -1.366 -0.822 -0.174
O -0.193 -1.261 -0.305
C -0.506 0.808 1.413
C -1.046 1.998 2.166
H -0.145 0.033 2.102
H 0.308 1.102 0.736
H -1.832 1.696 2.870
H -0.226 2.456 2.736
H -1.453 2.751 1.478
```



This record from the OMol25 dataset describes C5H8MgO5Y as an isolated structure at a distorted geometry. The level of theory is ωB97M-V with the def2-TZVPD basis set.

Properties
Relative energy (zero: lowest compared OMol25 entry of this formula, charge and spin) = 0.410 eV
Kohn-Sham gap (spin up / spin down) = 3.930 / 8.251 eV
Spin multiplicity = 2
Charge = +2
Electronic energy = -22024.212 eV

The geometry in XYZ format:
```
20
C5H8MgO5Y | the OMol25 dataset | ωB97M-V with the def2-TZVPD basis set
C -2.923 0.132 0.427
O -4.129 0.171 0.092
O -2.401 -0.852 1.004
Mg -5.666 1.367 0.321
O -0.211 1.102 1.555
C 0.444 1.927 0.690
C 0.718 1.239 -0.599
O 0.926 0.000 -0.406
C 1.600 -1.025 -1.183
C 2.043 -2.031 -0.114
O 1.036 -2.273 0.796
Y -0.212 -0.962 1.629
H 1.423 2.371 0.990
H -0.155 2.825 0.413
H 1.228 1.737 -1.434
H -2.264 0.842 -0.301
H 2.412 -0.555 -1.750
H 0.824 -1.444 -1.834
H 2.958 -1.629 0.367
H 2.350 -2.942 -0.663
```



This record from the OMol25 dataset describes a 2-piece molecular cluster, C5H8N overall at a distorted geometry. The level of theory is ωB97M-V with the def2-TZVPD basis set.

Properties
Relative energy (zero: lowest compared OMol25 entry of this formula, charge and spin) = 5.967 eV
Kohn-Sham gap (spin up / spin down) = 8.074 / 8.075 eV
Charge = +1
Electronic energy = -6792.121 eV

The geometry in XYZ format:
```
14
C5H8N | the OMol25 dataset | ωB97M-V with the def2-TZVPD basis set
C -1.557 -0.133 0.344
C -0.395 0.203 0.313
C 1.430 1.471 -0.036
C -2.892 -0.184 0.052
C 2.161 -1.153 -0.134
N 0.836 0.434 0.320
H 2.559 1.425 -0.044
H 0.928 2.398 -0.297
H -2.917 -0.111 -0.978
H -3.235 -1.238 0.433
H -3.660 0.495 0.496
H 2.105 -1.690 0.773
H 2.872 -0.441 -0.158
H 1.764 -1.476 -1.083
```



This record from the OMol25 dataset describes an isolated ion of composition C5H8N and charge +1 at a distorted geometry. The level of theory is ωB97M-V with the def2-TZVPD basis set.

Properties
Relative energy (zero: lowest compared OMol25 entry of this formula, charge and spin) = 4.482 eV
SMILES = C1CC1=C1C[NH2+]1
Kohn-Sham gap = 11.135 eV
Charge = +1
Electronic energy = -6793.606 eV

The geometry in XYZ format:
```
14
C5H8N | the OMol25 dataset | ωB97M-V with the def2-TZVPD basis set
C 1.823 -0.783 0.035
C 2.017 0.737 -0.041
C 0.640 0.076 0.053
C -0.665 0.164 0.158
C -1.937 0.739 0.128
N -1.817 -0.746 -0.085
H 1.967 -1.210 1.011
H 2.192 -1.564 -0.768
H 2.510 1.301 0.810
H 2.070 1.225 -1.001
H -2.501 1.371 0.913
H -2.157 1.225 -0.892
H -2.131 -1.539 0.653
H -2.011 -0.994 -0.975
```



This record from the OMol25 dataset describes an isolated ion of composition C5H8N and charge +1 at a distorted geometry. The level of theory is ωB97M-V with the def2-TZVPD basis set.

Properties
Relative energy (zero: lowest compared OMol25 entry of this formula, charge and spin) = 4.534 eV
SMILES = C=C[N@H+]1[C@@H]2C[C@@H]21
Kohn-Sham gap = 12.078 eV
Charge = +1
Electronic energy = -6793.555 eV

The geometry in XYZ format:
```
14
C5H8N | the OMol25 dataset | ωB97M-V with the def2-TZVPD basis set
C 0.693 2.314 1.034
C 0.520 1.014 0.891
N -0.164 0.229 -0.212
C 0.436 -0.979 -0.768
C -0.733 -1.657 -1.315
C -0.718 -1.089 0.127
H 1.085 2.595 2.033
H 0.292 3.127 0.363
H 1.027 0.330 1.612
H -0.680 1.082 -0.769
H 1.493 -1.392 -0.774
H -1.397 -1.301 -2.036
H -0.764 -2.763 -1.312
H -1.091 -1.510 1.126
```



This record from the OMol25 dataset describes an isolated ion of composition C5H8N and charge +1 at a distorted geometry. The level of theory is ωB97M-V with the def2-TZVPD basis set.

Properties
Relative energy (zero: lowest compared OMol25 entry of this formula, charge and spin) = 5.703 eV
Kohn-Sham gap (spin up / spin down) = 7.898 / 7.894 eV
Charge = +1
Electronic energy = -6792.385 eV

The geometry in XYZ format:
```
14
C5H8N | the OMol25 dataset | ωB97M-V with the def2-TZVPD basis set
C 1.291 1.971 0.423
C 1.110 1.085 1.318
C -0.289 -0.399 -0.079
C -0.784 -1.834 0.276
C -0.482 0.421 -1.240
N 0.344 0.029 0.973
H 1.196 2.700 -0.331
H 1.554 0.983 2.304
H -0.079 -2.697 -0.008
H -1.715 -2.203 -0.203
H -0.891 -1.984 1.362
H -0.239 1.446 -0.962
H -1.341 0.336 -1.850
H 0.325 0.146 -1.984
```



This record from the OMol25 dataset describes an isolated ion of composition C5H8N and charge +1 at a distorted geometry. The level of theory is ωB97M-V with the def2-TZVPD basis set.

Properties
Relative energy (zero: lowest compared OMol25 entry of this formula, charge and spin) = 7.415 eV
Kohn-Sham gap (spin up / spin down) = 6.380 / 8.890 eV
Charge = +1
Electronic energy = -6790.674 eV

The geometry in XYZ format:
```
14
C5H8N | the OMol25 dataset | ωB97M-V with the def2-TZVPD basis set
C -0.732 0.701 1.075
C -0.200 -0.600 1.527
C -0.130 0.755 -1.169
C -0.991 1.408 0.020
C 0.904 -1.451 0.606
N 0.438 -0.739 -0.862
H -0.963 -1.300 1.676
H 0.336 -0.411 2.506
H -0.685 0.957 -2.033
H 0.750 1.362 -1.258
H -1.501 2.362 -0.216
H 1.827 -0.884 0.820
H -0.263 -1.484 -1.196
H 1.210 -0.676 -1.497
```



This record from the OMol25 dataset describes an isolated ion of composition C5H8N and charge +1 at a distorted geometry. The level of theory is ωB97M-V with the def2-TZVPD basis set.

Properties
Relative energy (zero: lowest compared OMol25 entry of this formula, charge and spin) = 4.913 eV
Kohn-Sham gap (spin up / spin down) = 8.742 / 8.744 eV
Charge = +1
Electronic energy = -6793.176 eV

The geometry in XYZ format:
```
14
C5H8N | the OMol25 dataset | ωB97M-V with the def2-TZVPD basis set
C 1.476 -0.785 0.277
C 1.274 -1.191 -0.923
C 0.868 0.549 0.501
C -0.600 0.743 0.289
C -1.648 -0.331 0.232
N 0.289 0.936 -0.810
H 2.043 -1.296 1.049
H 1.165 -1.617 -1.892
H 1.411 1.253 1.119
H -0.955 1.672 0.743
H -2.307 -0.251 1.091
H -1.207 -1.326 0.212
H -2.247 -0.202 -0.668
H 0.437 1.847 -1.221
```